{"formula": "C9H9BrN2OS", "method": "ωB97M-V/def2-TZVPD", "elements": ["C", "C", "C", "C", "C", "C", "C", "C", "C", "N", "N", "O", "S", "Br", "H", "H", "H", "H", "H", "H", "H", "H", "H"], "coordinates": [[0.0217, -0.8367, -1.3843], [-0.1437, -1.4918, -0.2100], [-0.4583, 0.6335, 0.0885], [-0.6327, -0.8985, 2.0825], [-0.7761, 2.8991, 2.0122], [-0.4400, 0.2264, 2.9917], [0.7251, 1.1821, 2.8653], [0.1727, -0.3103, -3.7108], [0.4743, -1.4278, -2.6295], [-0.3419, 0.4462, -1.2199], [-0.3926, -0.5671, 0.7918], [0.1536, 2.5295, 2.7035], [-1.2872, 2.0736, 0.5928], [0.2841, -3.2728, 0.2865], [-1.3082, 0.8892, 2.8362], [-0.5044, -0.1328, 4.0784], [1.4839, 1.0744, 3.7050], [1.1995, 1.0648, 1.9067], [0.6552, -0.7079, -4.6100], [0.7356, 0.6287, -3.5647], [-1.0036, -0.0546, -3.7629], [1.5505, -1.6507, -2.8287], [-0.1674, -2.2964, -3.0205]], "e_tot_ha": -3505.04657, "relative_energy_ev": 3.999}

{"formula": "C9H15NO", "method": "ωB97M-V/def2-TZVPD", "elements": ["C", "C", "C", "C", "C", "C", "C", "C", "C", "N", "O", "H", "H", "H", "H", "H", "H", "H", "H", "H", "H", "H", "H", "H", "H", "H"], "coordinates": [[-1.9805, 0.6206, -0.7447], [-2.1009, 0.7659, 0.4976], [1.4588, -0.6204, 1.0511], [-0.8470, -0.1733, -1.6186], [0.5641, -0.0598, -1.0874], [-2.0212, 1.0046, 1.9537], [0.9683, -0.8283, 2.5644], [1.3951, -0.9933, -2.0278], [1.0046, 1.3678, -1.0257], [0.5018, -0.7314, 0.1366], [2.6717, -0.5534, 0.8370], [-2.8815, 0.4681, -1.3951], [-1.1618, -1.1315, -1.4158], [-1.0403, 0.2654, -2.5769], [-2.0705, 0.0174, 2.5316], [-2.9568, 1.6185, 2.0627], [-1.2484, 1.6239, 2.1918], [1.2611, 0.1957, 3.0548], [1.2697, -1.6116, 3.2400], [-0.0814, -0.7352, 2.5621], [2.4317, -0.7941, -1.6937], [1.2748, -0.7746, -3.0848], [1.1992, -2.0288, -1.8015], [2.0779, 1.3787, -0.9298], [0.5269, 1.7149, -0.1026], [0.7010, 1.9038, -1.8961]], "e_tot_ha": -481.70029, "relative_energy_ev": 0.000, "spin_multiplicity": 3}

{"formula": "C45H39BrF4FeGeIP2", "method": "ωB97M-V/def2-TZVPD", "elements": ["Fe", "F", "C", "C", "F", "C", "F", "C", "P", "C", "C", "C", "C", "C", "C", "C", "C", "C", "C", "C", "C", "C", "Br", "C", "F", "H", "H", "H", "H", "H", "H", "H", "H", "H", "H", "I", "C", "C", "C", "C", "C", "C", "C", "C", "C", "P", "C", "C", "C", "C", "C", "C", "C", "C", "C", "C", "C", "C", "C", "H", "H", "H", "H", "H", "H", "H", "H", "H", "H", "H", "H", "H", "H", "H", "H", "C", "H", "H", "C", "Ge", "C", "C", "C", "H", "H", "H", "H", "H", "H", "H", "H", "H", "H", "H"], "coordinates": [[0.1728, -0.2623, 0.0458], [-1.0929, 3.7533, 5.5362], [-0.4368, 2.9688, 4.6737], [0.9356, 2.9589, 4.6637], [1.6089, 3.7457, 5.5094], [1.6071, 2.1336, 3.7669], [2.9452, 2.1452, 3.8370], [0.9368, 1.3410, 2.8605], [1.7420, 0.3718, 1.4849], [3.1992, 1.4156, 1.0916], [4.5136, 1.0140, 1.2963], [5.5685, 1.8461, 0.9428], [5.3222, 3.0979, 0.4000], [4.0126, 3.5161, 0.2124], [2.9618, 2.6760, 0.5508], [2.5081, -1.0115, 2.4133], [3.3159, -1.9039, 1.7048], [3.8057, -3.0504, 2.3160], [3.4888, -3.3268, 3.6403], [2.6845, -2.4483, 4.3501], [2.1991, -1.2966, 3.7404], [-0.4420, 1.3450, 2.9185], [-1.4479, 0.2144, 1.7694], [-1.1320, 2.1432, 3.8114], [-2.4691, 2.1445, 3.8693], [4.7301, 0.0502, 1.7366], [6.5864, 1.5129, 1.1015], [6.1469, 3.7438, 0.1245], [3.8039, 4.4922, -0.2094], [1.9511, 3.0001, 0.3929], [3.5399, -1.7132, 0.6602], [4.4189, -3.7376, 1.7459], [3.8631, -4.2262, 4.1139], [2.4267, -2.6597, 5.3810], [1.5597, -0.6292, 4.3043], [0.2256, -2.8437, 0.8318], [-1.7760, -3.4214, 0.8694], [-2.1527, -4.0593, 2.0085], [-3.4142, -4.6969, 2.0985], [-4.2191, -4.7244, 1.0106], [-3.8478, -4.0695, -0.1926], [-4.6785, -4.1889, -1.3319], [-4.3272, -3.5932, -2.4959], [-3.1836, -2.7601, -2.5403], [-2.3656, -2.5700, -1.4683], [-1.1142, -1.1981, -1.6469], [-2.1886, -0.0102, -2.5837], [-3.3255, 0.5298, -1.9888], [-4.1371, 1.4248, -2.6737], [-3.8049, 1.8005, -3.9716], [-2.6728, 1.2653, -4.5724], [-1.8754, 0.3533, -3.8853], [0.0668, -1.8038, -2.7733], [1.2576, -0.8489, -2.7431], [2.3521, -1.3867, -3.6520], [2.4063, -2.6800, -4.0299], [1.3646, -3.6344, -3.7363], [0.2235, -3.1470, -3.1355], [-2.6375, -3.3171, -0.2714], [-1.4622, -4.1076, 2.8407], [-3.7059, -5.1937, 3.0158], [-5.1631, -5.2580, 1.0369], [-5.5880, -4.7757, -1.2551], [-4.9467, -3.7033, -3.3772], [-2.9678, -2.2130, -3.4514], [-3.5811, 0.2353, -0.9746], [-5.0161, 1.8408, -2.1941], [-4.4249, 2.5088, -4.5090], [-2.4083, 1.5554, -5.5828], [-0.9953, -0.0868, -4.3464], [0.9523, 0.1520, -3.0945], [3.1618, -0.7083, -3.9115], [3.2696, -3.0171, -4.6023], [1.4378, -4.6680, -4.0499], [-0.5946, -3.8406, -2.9498], [1.7117, -0.6586, -1.2702], [2.1823, -1.6240, -1.0112], [2.5204, 0.0931, -1.2411], [-1.2212, 4.4168, -1.6961], [-0.9024, 3.2570, -0.1333], [-2.6709, 3.1083, 0.7317], [0.1276, 4.4425, 1.0843], [0.0060, 1.6424, -0.7631], [-1.6956, 5.3589, -1.3959], [-1.8748, 3.9101, -2.4129], [-0.2765, 4.6469, -2.1979], [-2.6167, 3.2673, 1.8146], [-3.1240, 2.1383, 0.5557], [-3.3190, 3.8779, 0.3024], [-0.5519, 5.1664, 1.5453], [0.8616, 5.0003, 0.4954], [0.6575, 3.9216, 1.8865], [1.0003, 2.0076, -1.0437], [-0.4922, 1.5224, -1.7282]], "e_tot_ha": -9032.60002, "total_charge": -1, "relative_energy_ev": 0.000}

{"formula": "C6H16N4O4S", "method": "ωB97M-V/def2-TZVPD", "elements": ["C", "C", "C", "C", "C", "C", "N", "N", "N", "N", "O", "O", "O", "O", "S", "H", "H", "H", "H", "H", "H", "H", "H", "H", "H", "H", "H", "H", "H", "H", "H"], "coordinates": [[-0.4878, -1.7399, 1.3196], [2.0389, -1.1538, 3.3405], [-1.4234, 1.5629, -4.6080], [-1.9756, 1.7902, -3.1881], [-1.1955, 1.1166, -2.1075], [-1.1970, 1.6911, -0.7340], [-0.9682, -2.8705, 1.7587], [1.0956, -0.5917, 4.0194], [2.9074, -1.1744, 1.1134], [1.9618, -0.8686, 2.0138], [-0.9486, -0.8593, 0.5124], [2.9077, -1.9285, 3.9091], [0.0559, 1.3033, 1.6071], [1.1925, 0.2874, -0.3534], [0.0087, 0.7450, 0.3057], [-0.3375, 1.6217, -4.5242], [-1.4314, 0.5996, -4.8587], [-1.8132, 2.2457, -5.3685], [-2.0242, 2.8406, -2.8118], [-3.0539, 1.4252, -3.0584], [-0.1923, 1.2499, -2.4720], [-1.3795, 0.0540, -2.1107], [-0.9936, 2.7468, -0.7157], [-2.0648, 1.5722, -0.0609], [-0.6462, -3.5345, 2.3984], [-1.8782, -3.1362, 1.2821], [0.5485, 0.0653, 3.3732], [1.2971, -0.4922, 5.0409], [3.3584, -2.4544, 3.3136], [3.7851, -1.6547, 1.2591], [2.8533, -0.4590, 0.4050]], "e_tot_ha": -1155.58950, "total_charge": 2, "relative_energy_ev": 4.465}

{"formula": "C24H43N2P3PmS", "method": "ωB97M-V/def2-TZVPD", "elements": ["Pm", "P", "P", "P", "H", "C", "C", "H", "C", "C", "C", "C", "C", "C", "C", "C", "C", "H", "H", "H", "H", "H", "H", "H", "H", "H", "H", "H", "H", "H", "H", "H", "H", "H", "H", "H", "H", "H", "H", "H", "H", "H", "H", "H", "H", "H", "C", "C", "C", "C", "C", "C", "S", "H", "H", "H", "H", "H", "H", "N", "C", "N", "C", "C", "C", "C", "C", "C", "H", "H", "H", "H", "H", "H"], "coordinates": [[-1.2136, -0.6732, -0.8852], [2.1765, 0.5560, 0.7416], [0.7550, 0.3388, -2.8750], [-0.7940, -0.8546, 2.3065], [-3.0648, -2.8292, -2.5337], [-3.5677, -2.1761, -1.8117], [-3.3993, -0.7983, -1.7374], [-2.9436, -0.1994, -2.5539], [3.5172, -0.7069, 0.9084], [3.1775, 1.8481, -0.1179], [2.3707, 1.3221, 2.4307], [0.0778, 0.0626, -4.5411], [1.5923, 1.9311, -3.2351], [2.2556, -0.7382, -2.9782], [-2.1758, -1.7939, 3.1018], [-0.9667, 0.6072, 3.4277], [0.5809, -1.7496, 3.1985], [-4.4943, -2.6318, -1.4091], [-4.1843, -0.3098, -1.1474], [4.4501, -0.2035, 1.2080], [3.6469, -1.2201, -0.0539], [3.2238, -1.4507, 1.6616], [3.8871, 2.2822, 0.5967], [2.5230, 2.6446, -0.4800], [3.7232, 1.4182, -0.9636], [3.3047, 1.9034, 2.4429], [2.4119, 0.5551, 3.2136], [1.5346, 2.0020, 2.6316], [0.8573, 0.2452, -5.2878], [-0.7536, 0.7540, -4.6971], [-0.2989, -0.9580, -4.6291], [2.5604, 1.7493, -3.7209], [1.7558, 2.5115, -2.3268], [0.9600, 2.5159, -3.9096], [2.7001, -0.6353, -3.9797], [1.9840, -1.7849, -2.8009], [2.9956, -0.4470, -2.2198], [-1.9805, -1.9169, 4.1833], [-2.2518, -2.7968, 2.6606], [-3.1132, -1.2390, 2.9401], [-0.9503, 0.2890, 4.4819], [-1.9372, 1.0732, 3.2171], [-0.1747, 1.3433, 3.2622], [0.1748, -2.2904, 4.0701], [1.3575, -1.0602, 3.5609], [1.0292, -2.4844, 2.5129], [-0.9630, -4.2457, 0.5391], [0.3900, -4.4967, 0.6668], [1.2951, -4.1092, -0.3135], [0.8060, -3.6135, -1.5155], [-0.5323, -3.1600, -1.6156], [-1.3655, -3.3804, -0.4923], [-2.1643, -5.0460, 1.5284], [-1.5071, -6.1773, 1.7072], [0.6934, -4.9423, 1.5898], [2.3552, -4.2818, -0.1486], [1.4250, -3.5445, -2.4125], [-0.9411, -2.7000, -2.5499], [-2.4182, -3.1054, -0.4697], [-2.9112, 2.9588, -0.3428], [-2.3696, 1.7476, -0.3514], [-1.0731, 1.7550, -0.0110], [-0.7735, 3.1071, 0.3274], [0.3492, 3.7676, 0.8549], [0.2014, 5.1444, 1.1288], [-1.0072, 5.8189, 0.8884], [-2.1203, 5.1630, 0.3672], [-1.9367, 3.8358, 0.0996], [-3.8790, 3.1573, -0.5999], [-3.0091, 0.9111, -0.5910], [1.2805, 3.2275, 1.0293], [1.0400, 5.7117, 1.5371], [-1.0923, 6.8752, 1.1142], [-3.0915, 5.6174, 0.1719]], "e_tot_ha": -3079.39587, "total_charge": 3, "relative_energy_ev": 0.000, "spin_multiplicity": 5}